[1]
{
  "formula": "C12H10IN",
  "method": "ωB97M-V with the def2-TZVPD basis set",
  "elements": ["C", "C", "C", "C", "C", "C", "C", "C", "C", "C", "C", "C", "N", "I", "H", "H", "H", "H", "H", "H", "H", "H", "H", "H"],
  "coordinates": [[-2.329, 1.732, -0.995], [-2.180, 2.426, 0.193], [-1.352, 0.829, -1.388], [-1.069, 2.231, 0.989], [-0.246, 0.619, -0.592], [-0.076, 1.322, 0.608], [0.200, -2.701, -0.246], [0.966, -2.574, 0.961], [0.191, -1.722, -1.156], [1.796, -1.525, 1.144], [0.855, -0.403, -0.920], [1.845, -0.447, 0.206], [1.092, 1.170, 1.273], [3.779, 0.350, -0.174], [-3.205, 1.881, -1.608], [-2.937, 3.130, 0.506], [-1.470, 0.282, -2.311], [-0.938, 2.789, 1.903], [-0.334, -3.622, -0.418], [0.924, -3.367, 1.690], [-0.354, -1.823, -2.082], [2.453, -1.478, 1.999], [1.329, -0.056, -1.844], [1.061, 0.957, 2.261]],
  "nbo_charge": [-0.27, -0.19, -0.14, -0.24, -0.06, 0.14, -0.26, -0.16, -0.09, -0.32, -0.42, 0.10, -0.61, 0.19, 0.21, 0.21, 0.20, 0.21, 0.22, 0.22, 0.21, 0.23, 0.26, 0.37],
  "total_energy_ev": -22194.4573,
  "de_lowest_kcal_mol": 11.8,
  "homo_lumo_gap_ev": [7.29, 7.29],
  "homo_ha": [-0.28228, -0.28231],
  "lumo_ev": [-0.39, -0.39]
}

---

[2]
{
  "formula": "C12H10N3OSe3TeV",
  "method": "ωB97M-V with the def2-TZVPD basis set",
  "elements": ["V", "O", "C", "N", "C", "C", "C", "C", "C", "C", "N", "C", "C", "C", "C", "C", "N", "H", "H", "H", "H", "H", "H", "H", "H", "H", "H", "Se", "Se", "Te", "Se"],
  "coordinates": [[-0.185, 0.212, -0.884], [1.182, -2.279, 2.178], [0.722, -1.734, 1.166], [0.754, -0.459, 0.815], [1.418, 0.513, 1.634], [0.765, 1.862, 1.446], [0.897, 2.880, 2.383], [0.297, 4.104, 2.148], [-0.429, 4.288, 0.980], [-0.523, 3.231, 0.093], [0.059, 2.051, 0.321], [-0.005, -2.575, 0.128], [-0.227, -3.924, 0.356], [-0.890, -4.658, -0.612], [-1.323, -4.022, -1.769], [-1.090, -2.664, -1.906], [-0.449, -1.960, -0.975], [2.463, 0.624, 1.307], [1.437, 0.250, 2.696], [1.463, 2.702, 3.288], [0.388, 4.904, 2.872], [-0.916, 5.227, 0.759], [-1.076, 3.303, -0.837], [0.140, -4.351, 1.278], [-1.074, -5.716, -0.470], [-1.843, -4.562, -2.548], [-1.428, -2.102, -2.769], [-2.260, 0.973, -2.432], [-1.155, 1.210, -4.498], [1.004, 2.269, -3.781], [1.882, 0.403, -2.365]],
  "nbo_charge": [0.95, -0.70, 0.60, -0.72, -0.26, 0.25, -0.26, -0.16, -0.27, 0.07, -0.50, 0.14, -0.23, -0.17, -0.26, 0.07, -0.49, 0.22, 0.21, 0.21, 0.21, 0.22, 0.24, 0.24, 0.21, 0.22, 0.23, -0.59, -0.21, 0.15, -0.64],
  "total_energy_ev": -248149.7517,
  "de_lowest_kcal_mol": 0.0,
  "homo_lumo_gap_ev": [6.00, 6.29],
  "homo_ha": [-0.12379, -0.13446],
  "multiplicity": 4,
  "lumo_ev": [2.63, 2.63],
  "total_charge": -1
}

---

[3]
{
  "formula": "C12H10NPdS4",
  "method": "ωB97M-V with the def2-TZVPD basis set",
  "elements": ["Pd", "S", "S", "S", "S", "N", "C", "C", "C", "C", "C", "C", "C", "C", "C", "C", "C", "C", "H", "H", "H", "H", "H", "H", "H", "H", "H", "H"],
  "coordinates": [[1.489, -1.738, 0.515], [2.850, -3.723, 0.515], [4.270, -3.290, 1.978], [3.952, -1.322, 2.558], [1.917, -1.161, 2.686], [-0.680, -2.078, -0.316], [-1.604, -0.970, -0.217], [-2.955, -1.272, -0.062], [-3.909, -0.290, 0.130], [-3.496, 1.033, 0.187], [-2.157, 1.338, 0.027], [-1.175, 0.364, -0.204], [0.223, 0.835, -0.421], [0.384, 2.040, -1.122], [1.630, 2.605, -1.319], [2.753, 1.969, -0.802], [2.615, 0.764, -0.136], [1.364, 0.162, 0.031], [-0.816, -2.661, 0.504], [-0.860, -2.662, -1.124], [-3.250, -2.316, -0.080], [-4.950, -0.555, 0.258], [-4.211, 1.825, 0.373], [-1.841, 2.369, 0.107], [-0.486, 2.531, -1.543], [1.723, 3.531, -1.873], [3.736, 2.409, -0.926], [3.486, 0.263, 0.274]],
  "nbo_charge": [0.52, -0.62, -0.13, -0.11, -0.36, -0.85, 0.14, -0.23, -0.22, -0.24, -0.14, -0.07, -0.05, -0.23, -0.26, -0.20, -0.28, -0.10, 0.40, 0.38, 0.20, 0.21, 0.20, 0.20, 0.20, 0.20, 0.20, 0.24],
  "total_energy_ev": -60919.7794,
  "homo_lumo_gap_ev": 5.88,
  "homo_ha": -0.11329,
  "lumo_ev": 2.79,
  "total_charge": -1
}

---

[4]
{
  "formula": "C12H11Cl2N",
  "method": "ωB97M-V with the def2-TZVPD basis set",
  "elements": ["C", "C", "C", "C", "C", "C", "C", "C", "C", "C", "C", "C", "N", "Cl", "Cl", "H", "H", "H", "H", "H", "H", "H", "H", "H", "H", "H"],
  "coordinates": [[3.415, -0.712, -1.187], [3.255, -2.091, -1.147], [2.476, 0.131, -0.660], [-1.930, 3.013, 1.293], [-1.007, 2.831, 0.325], [2.095, -2.585, -0.608], [1.392, -0.384, -0.007], [-2.759, 1.964, 1.305], [-1.408, 1.742, -0.411], [1.142, -1.761, 0.139], [0.097, -2.321, 0.813], [-3.052, -0.040, -0.112], [-2.480, 1.175, 0.226], [-1.023, -1.332, 1.666], [-2.758, -0.925, -1.554], [4.325, -0.216, -1.632], [3.749, -2.772, -1.692], [2.636, 1.248, -0.747], [-1.963, 3.676, 2.075], [-0.131, 3.438, 0.174], [1.952, -3.622, -0.500], [0.697, 0.213, 0.382], [-3.584, 1.834, 1.995], [-1.122, 1.410, -1.403], [-0.129, -3.332, 0.762], [-3.889, -0.581, 0.504]],
  "nbo_charge": [-0.20, -0.23, -0.20, -0.29, -0.27, -0.15, -0.18, -0.07, -0.09, -0.14, -0.16, -0.05, -0.38, 0.02, 0.02, 0.21, 0.21, 0.22, 0.22, 0.22, 0.20, 0.21, 0.22, 0.23, 0.20, 0.23],
  "total_energy_ev": -39152.9939,
  "de_lowest_kcal_mol": 53.1,
  "homo_lumo_gap_ev": [7.39, 6.43],
  "homo_ha": [-0.26698, -0.26276],
  "lumo_ev": [0.13, -0.72]
}

---

[5]
{
  "formula": "C12H11Cl3CuGe2",
  "method": "ωB97M-V with the def2-TZVPD basis set",
  "elements": ["Cu", "Ge", "C", "C", "C", "C", "C", "C", "C", "C", "C", "C", "C", "C", "H", "H", "H", "H", "H", "H", "H", "H", "H", "H", "H", "Cl", "Ge", "Cl", "Cl"],
  "coordinates": [[-0.385, 0.985, 0.261], [0.067, 0.822, 3.129], [1.297, -0.130, 4.118], [2.559, -0.425, 3.567], [3.506, -1.029, 4.366], [3.190, -1.358, 5.684], [1.934, -1.083, 6.224], [0.977, -0.459, 5.453], [-1.516, 1.796, 3.472], [-1.395, 2.969, 4.222], [-2.538, 3.711, 4.480], [-3.773, 3.273, 4.019], [-3.883, 2.094, 3.288], [-2.753, 1.346, 3.004], [0.669, 0.974, 1.635], [2.791, -0.186, 2.536], [4.487, -1.253, 3.970], [3.935, -1.841, 6.302], [1.711, -1.354, 7.247], [0.003, -0.229, 5.868], [-0.438, 3.310, 4.600], [-2.462, 4.625, 5.052], [-4.660, 3.851, 4.238], [-4.851, 1.755, 2.945], [-2.849, 0.426, 2.438], [-4.262, 0.622, -0.864], [-2.269, 1.038, -1.358], [-1.879, 1.154, -3.403], [-1.533, 2.903, -0.352]],
  "nbo_charge": [0.80, 1.65, -0.51, -0.17, -0.20, -0.07, -0.19, -0.17, -0.58, -0.19, -0.18, -0.13, -0.20, -0.15, -0.32, 0.23, 0.26, 0.25, 0.26, 0.24, 0.24, 0.25, 0.25, 0.25, 0.21, -0.26, 1.02, -0.24, -0.35],
  "total_energy_ev": -207844.7797,
  "de_lowest_kcal_mol": 10.3,
  "homo_lumo_gap_ev": [7.01, 6.28],
  "homo_ha": [-0.58688, -0.59312],
  "multiplicity": 2,
  "lumo_ev": [-8.96, -9.86],
  "total_charge": 2
}

---

[6]
{
  "formula": "C12H11ClN2O2SeZr",
  "method": "ωB97M-V with the def2-TZVPD basis set",
  "elements": ["Zr", "Cl", "C", "C", "C", "C", "O", "C", "C", "O", "C", "H", "H", "H", "H", "Se", "C", "C", "C", "N", "C", "C", "H", "H", "H", "H", "N", "H", "H", "H"],
  "coordinates": [[0.820, -0.264, -0.273], [-4.435, 4.640, 0.077], [-3.417, 3.279, -0.136], [-3.937, 1.992, 0.043], [-3.160, 0.849, -0.122], [-1.834, 0.994, -0.452], [-1.065, -0.123, -0.659], [-1.270, 2.286, -0.630], [0.066, 2.527, -0.967], [0.970, 1.615, -1.026], [-2.099, 3.432, -0.487], [-4.983, 1.890, 0.306], [-3.595, -0.134, -0.012], [0.400, 3.534, -1.216], [-1.683, 4.420, -0.640], [0.758, 0.433, 2.193], [1.439, -1.300, 1.857], [2.808, -1.474, 1.620], [3.249, -2.663, 1.033], [2.433, -3.636, 0.628], [1.132, -3.488, 0.879], [0.584, -2.349, 1.475], [3.518, -0.703, 1.891], [4.310, -2.807, 0.855], [0.478, -4.298, 0.574], [-0.484, -2.287, 1.650], [2.091, -1.446, -1.905], [1.605, -1.492, -2.802], [2.304, -2.412, -1.643], [2.994, -1.015, -2.110]],
  "nbo_charge": [2.17, 0.12, -0.08, -0.07, -0.21, 0.37, -0.79, -0.28, 0.48, -0.73, -0.08, 0.27, 0.26, 0.22, 0.26, 0.07, -0.30, -0.29, 0.08, -0.38, 0.08, -0.37, 0.27, 0.24, 0.24, 0.28, -1.14, 0.43, 0.44, 0.44],
  "total_energy_ev": -98833.3833,
  "de_lowest_kcal_mol": 5.4,
  "homo_lumo_gap_ev": 6.75,
  "homo_ha": -0.56910,
  "lumo_ev": -8.73,
  "total_charge": 2
}

---

[7]
{
  "formula": "C12H12BrN5",
  "method": "ωB97M-V with the def2-TZVPD basis set",
  "elements": ["N", "C", "N", "C", "C", "C", "C", "C", "N", "C", "N", "C", "C", "Br", "C", "C", "N", "C", "H", "H", "H", "H", "H", "H", "H", "H", "H", "H", "H", "H"],
  "coordinates": [[-0.120, -3.703, -4.134], [-0.004, -2.761, -3.430], [0.380, -1.680, -2.797], [0.806, -0.478, -3.556], [1.722, 0.440, -2.826], [1.107, 0.783, -1.465], [0.767, -0.501, -0.657], [0.116, 0.051, 0.571], [-1.215, 0.306, 0.640], [-1.540, 0.821, 1.865], [-2.730, 1.098, 2.478], [-2.682, 1.270, 3.745], [-1.598, 1.170, 4.632], [-1.658, 1.605, 6.492], [-0.393, 0.900, 4.012], [-0.356, 0.788, 2.611], [0.661, 0.348, 1.761], [-0.114, -1.500, -1.415], [-0.116, 0.054, -3.846], [1.237, -0.879, -4.490], [1.998, 1.356, -3.469], [2.636, -0.126, -2.637], [0.223, 1.371, -1.498], [1.737, 1.365, -0.862], [1.727, -1.041, -0.518], [-3.562, 1.576, 4.353], [0.501, 0.929, 4.681], [1.644, 0.191, 2.058], [-1.175, -1.269, -1.364], [0.004, -2.486, -0.935]],
  "nbo_charge": [-0.38, 0.42, -0.48, -0.20, -0.42, -0.39, -0.28, 0.43, -0.50, 0.30, -0.39, 0.04, -0.15, 0.08, -0.20, 0.04, -0.52, -0.20, 0.19, 0.23, 0.24, 0.21, 0.22, 0.21, 0.22, 0.19, 0.23, 0.43, 0.23, 0.22],
  "total_energy_ev": -90130.5608,
  "de_lowest_kcal_mol": 0.0,
  "homo_lumo_gap_ev": 9.09,
  "homo_ha": -0.32701,
  "lumo_ev": 0.19,
  "smiles": "N#CN1CCC[C@@H](c2nc3ncc(Br)cc3[nH]2)C1"
}

---

[8]
{
  "formula": "C12H12F4O16PPd",
  "method": "ωB97M-V with the def2-TZVPD basis set",
  "elements": ["Pd", "P", "O", "O", "O", "O", "C", "C", "O", "C", "O", "O", "F", "H", "H", "H", "C", "C", "O", "C", "O", "O", "F", "H", "H", "H", "C", "C", "O", "C", "O", "O", "F", "H", "H", "H", "C", "C", "O", "C", "O", "O", "F", "H", "H", "H"],
  "coordinates": [[-1.947, -3.214, 1.046], [-3.241, -6.670, 1.607], [-2.221, -6.338, 0.435], [-4.230, -5.495, 1.289], [-2.339, -5.950, 2.678], [-3.794, -8.125, 1.828], [3.731, -1.352, -5.495], [3.912, -2.829, -5.838], [2.944, -3.428, -5.032], [2.708, -2.612, -4.006], [1.886, -2.837, -3.139], [3.373, -1.487, -4.149], [5.227, -3.171, -5.596], [3.011, -0.869, -6.156], [4.652, -0.784, -5.625], [3.684, -2.900, -6.901], [5.556, 0.495, 3.593], [5.924, -0.664, 2.741], [4.668, -1.057, 2.161], [3.668, -0.521, 2.717], [2.500, -0.631, 2.376], [4.104, 0.367, 3.589], [6.240, -1.663, 3.523], [5.896, 1.411, 3.110], [5.986, 0.325, 4.580], [6.716, -0.462, 2.020], [-3.333, 3.893, 5.754], [-2.080, 4.001, 4.896], [-2.378, 3.047, 3.918], [-3.067, 2.020, 4.548], [-3.146, 0.876, 4.172], [-3.711, 2.540, 5.589], [-1.097, 3.555, 5.677], [-4.038, 4.641, 5.391], [-3.281, 4.224, 6.791], [-1.803, 5.031, 4.672], [-4.919, 3.188, -4.013], [-3.559, 2.980, -4.619], [-3.102, 1.768, -4.095], [-3.755, 1.574, -2.921], [-3.459, 0.735, -2.074], [-4.727, 2.481, -2.762], [-2.795, 4.014, -4.199], [-5.775, 2.767, -4.540], [-5.085, 4.251, -3.839], [-3.505, 2.873, -5.702]],
  "nbo_charge": [0.07, 2.35, -0.80, -0.71, -0.82, -1.08, -0.12, 0.43, -0.47, 0.95, -0.53, -0.47, -0.34, 0.19, 0.21, 0.16, -0.13, 0.44, -0.47, 0.96, -0.56, -0.49, -0.32, 0.19, 0.22, 0.17, -0.13, 0.43, -0.50, 0.96, -0.52, -0.47, -0.34, 0.18, 0.21, 0.18, -0.13, 0.43, -0.48, 0.95, -0.54, -0.48, -0.34, 0.20, 0.22, 0.17],
  "total_energy_ev": -69033.6473,
  "de_lowest_kcal_mol": 92.6,
  "homo_lumo_gap_ev": [5.17, 4.93],
  "homo_ha": [-0.12118, -0.11208],
  "multiplicity": 3,
  "lumo_ev": [1.88, 1.88],
  "total_charge": -1
}